# 1
Entry from the OMol25 dataset: 10 unconnected molecules or ions with the total composition C19H57NO13 (ωB97M-V with the def2-TZVPD basis set).

Properties
HOMO level	-0.336	Eh
strongest force on any atom	0.20036	hartree/bohr
DFT total energy	-1790.44765	Eh
LUMO	0.23	eV
ΔE to the lowest compared entry with this formula, charge and spin	25.0	kcal per mole

Geometry as ORCA input:
```
! RIJCOSX wB97M-V def2-TZVPD def2/J DEFGRID3
* xyz 0 1
O -3.861 -0.983 3.265
O -1.055 -0.554 -0.516
O 2.908 4.229 0.087
O -0.170 -2.302 -2.697
O -3.928 -4.160 -0.713
O -0.055 1.067 0.683
O 2.233 -3.121 1.317
O 1.391 -0.586 -0.153
O 2.564 -0.120 -2.303
O 1.097 -0.590 5.242
O 1.273 1.807 -3.524
O -0.647 2.804 2.505
O -3.066 0.650 -2.031
N 2.130 1.258 2.166
C -1.759 2.226 3.268
C 0.601 -1.878 5.559
C -1.706 -5.143 -0.698
C -0.856 2.964 -3.736
C 4.435 -0.127 -3.647
C 2.588 2.596 1.827
C 2.642 2.860 0.347
C -0.459 -2.057 -4.061
C -4.145 2.269 -0.679
C -2.531 -3.902 -1.049
C 0.028 1.931 -3.082
C 1.921 0.972 3.650
C -4.281 0.871 -1.324
C 1.031 -3.497 1.849
C 0.113 0.014 0.057
C 2.808 4.538 -1.253
C 1.361 -0.355 3.856
C -3.555 -1.189 1.854
C 3.953 -0.492 -2.265
H -0.396 0.827 -3.207
H -1.708 -5.411 0.447
H 4.179 -1.691 -1.970
H -5.259 1.120 -1.976
H -0.209 3.828 -3.656
H 3.350 3.709 -1.796
H -2.911 -0.340 1.359
H -1.008 -2.776 -4.837
H 1.480 0.985 -3.160
H 1.682 4.580 -1.371
H -0.992 2.694 -4.713
H 0.980 -3.868 2.799
H 0.205 -0.363 3.423
H -4.002 3.327 -1.081
H 0.283 -2.842 1.586
H -1.274 1.861 4.123
H -0.661 -4.907 -0.998
H 0.528 -4.237 1.177
H 1.329 2.012 4.079
H -2.126 1.299 2.829
H 1.114 1.000 1.720
H -0.464 -2.091 5.213
H -4.467 -3.538 -1.258
H -0.484 2.286 1.708
H -2.769 -1.752 1.491
H 2.199 -0.388 -1.392
H 5.594 -0.174 -3.709
H 1.915 2.435 -0.172
H 0.516 -1.970 6.616
H 4.334 0.887 -4.054
H 1.996 -1.132 3.422
H -2.289 -3.083 -0.535
H 1.200 -2.893 5.276
H -2.452 0.446 -1.381
H -0.716 -1.291 -1.068
H -2.439 -3.692 -2.099
H -4.421 -1.206 1.383
H 2.941 0.726 1.692
H 3.508 2.713 2.336
H -2.038 -5.917 -1.280
H 4.480 -0.097 -1.615
H -4.801 2.481 0.175
H 0.839 -2.018 -2.763
H 0.483 -1.630 -4.531
H 2.689 1.382 4.229
H 4.176 -0.777 -4.470
H -4.436 -0.350 3.492
H -1.748 3.082 -3.384
H -0.844 -1.050 -4.165
H 0.113 2.257 -1.915
H 3.605 2.346 0.091
H 3.121 5.450 -1.512
H -4.517 0.082 -0.683
H -2.610 2.964 3.311
H -3.390 2.023 0.000
H 1.838 3.304 2.446
H 1.791 -2.646 0.556
*
```


# 2
Entry from the OMol25 dataset: 8 unconnected molecules or ions with the total composition C19H57O22P3 (ωB97M-V with the def2-TZVPD basis set).

Properties
HOMO level	-0.343	Eh
strongest force on any atom	0.03742	hartree/bohr
SMILES string	COP(=O)(OC)OC.COP(=O)(OC)OC.COP(=O)(OC)OC.OCCO.OCCO.OCCO.OCCO.OCCO
DFT total energy	-3437.62900	Eh
LUMO	0.02	eV
ΔE to the lowest compared entry with this formula, charge and spin	0.0	kcal per mole

Geometry as ORCA input:
```
! RIJCOSX wB97M-V def2-TZVPD def2/J DEFGRID3
* xyz 0 1
P 0.218 0.628 0.012
P 0.103 -5.199 -2.462
P 2.703 5.513 3.094
O -0.045 -0.493 -1.099
O -4.608 3.376 4.064
O 3.532 -3.637 -0.191
O 1.130 -4.625 -1.588
O 2.875 4.007 3.573
O 0.529 -6.372 -3.440
O 0.614 -0.208 1.291
O -0.659 -4.135 -3.341
O 1.148 -4.910 1.324
O -3.647 -2.649 -0.044
O 1.117 5.625 2.941
O 4.733 -1.295 -1.018
O -1.058 -5.894 -1.617
O 2.368 -0.089 -3.622
O -6.518 -2.119 -0.596
O -2.143 2.218 4.049
O -0.757 4.112 -4.358
O 2.926 6.238 4.489
O 1.280 1.594 -0.316
O 3.512 6.045 1.993
O -1.228 1.265 0.327
O 0.596 3.885 -1.799
C 0.421 3.346 -4.137
C 1.288 3.973 -3.052
C -1.790 -5.149 -0.625
C 0.491 5.101 1.773
C 0.134 -3.318 -4.213
C -1.792 2.191 -0.643
C 3.292 -0.995 -3.035
C -0.254 -0.411 2.405
C -1.213 -1.314 -1.016
C 3.719 -0.534 -1.661
C -4.462 2.090 3.455
C 2.645 -3.002 0.767
C 1.238 -7.536 -3.027
C 2.873 2.991 2.569
C -3.306 1.414 4.148
C 3.192 7.619 4.546
C -4.391 -1.513 0.418
C 2.118 -3.977 1.815
C -5.519 -1.114 -0.498
H -2.192 -0.860 -1.151
H -2.464 3.112 4.231
H -3.138 0.390 3.799
H 0.971 3.105 -1.359
H 0.534 -2.398 -3.789
H -5.082 -0.858 -1.472
H -1.269 -1.741 -0.010
H -0.222 5.808 1.358
H -6.027 -0.196 -0.202
H 0.910 -3.896 -4.713
H 0.064 2.427 -3.670
H 2.904 -4.563 2.307
H 1.896 -2.426 0.220
H 4.161 -1.047 -3.696
H 3.820 2.453 2.633
H 2.890 -2.015 -3.023
H 2.285 8.173 4.293
H -2.604 -4.674 -1.169
H 3.991 7.964 3.881
H 1.664 -5.293 0.597
H 0.305 -0.318 3.337
H 1.174 4.876 0.948
H 0.916 3.204 -5.101
H -4.717 -1.785 1.425
H -0.510 4.974 -4.705
H 3.166 -2.215 1.322
H -1.226 3.107 -0.469
H 3.611 7.818 5.534
H -5.366 1.496 3.622
H -1.013 -2.148 -1.681
H -1.589 1.935 -1.684
H 1.516 -7.516 -1.976
H -4.324 2.075 2.372
H 2.913 -3.926 -0.880
H -5.514 3.676 3.955
H 0.561 -8.371 -3.219
H -6.096 -2.900 -0.969
H 1.470 -0.392 -3.475
H -0.692 -1.409 2.353
H -2.060 -5.744 0.242
H 4.262 0.412 -1.731
H 0.022 4.123 1.902
H 2.249 3.463 -2.931
H -3.697 -0.675 0.518
H -1.087 -4.391 -0.267
H 2.135 2.204 2.727
H 2.773 3.355 1.549
H 1.698 -3.394 2.641
H 1.582 5.008 -3.244
H 2.814 -0.334 -1.082
H 2.099 -7.756 -3.656
H -2.835 2.252 -0.348
H -1.031 0.345 2.517
H -0.588 -2.952 -4.946
H 4.321 -2.043 -0.539
H -3.554 1.185 5.193
H -4.181 -3.446 0.029
*
```


# 3
Entry from the OMol25 dataset: a molecular structure, C19H58INO13PS10Si (ωB97M-V with the def2-TZVPD basis set).

Properties
HOMO level	-0.210	Eh
strongest force on any atom	0.01953	hartree/bohr
DFT total energy	-6701.90510	Eh
LUMO	1.70	eV

Geometry as ORCA input:
```
! RIJCOSX wB97M-V def2-TZVPD def2/J DEFGRID3
* xyz -1 1
I -2.758 2.347 4.717
S -4.829 -1.790 7.022
S -1.789 -0.133 2.313
S 1.232 -3.873 -0.777
S 6.635 3.698 3.699
S -3.551 -0.554 -4.543
S -4.431 -3.698 2.996
S -1.629 -6.399 -4.406
S -1.846 4.315 -5.221
S 5.332 6.084 -1.466
S 0.475 0.866 1.027
P -2.593 1.925 2.293
Si 1.638 2.459 2.028
O -4.127 1.439 1.958
O -2.151 -5.005 -4.304
O -2.425 -0.802 1.183
O 4.385 5.392 -0.562
O -2.752 -0.279 -5.775
O 1.542 0.054 0.434
O -0.504 1.414 0.090
O 5.343 3.084 3.316
O -2.099 -0.677 3.626
O -4.508 -0.382 7.384
O -0.848 5.396 -5.442
O -5.219 -4.538 3.946
O 1.620 -5.145 -1.469
N -0.214 -0.038 2.171
C 0.148 -6.279 -4.581
C -1.969 -6.932 -6.088
C 6.978 5.524 -1.001
C -4.361 -2.799 8.439
C -1.487 3.002 -6.385
C 5.271 5.209 -3.034
C -3.542 -2.374 5.934
C 7.923 2.611 3.071
C 0.573 3.872 2.652
C 2.454 1.620 3.494
C 6.892 3.312 5.435
C 2.456 -2.638 -1.181
C -2.468 -0.301 -3.136
C -3.371 4.850 -6.011
C -5.597 -2.758 2.012
C -3.897 -4.790 1.675
C 2.945 3.073 0.856
C -0.081 -3.114 -1.728
C -3.625 -2.335 -4.333
H -3.171 -5.481 2.098
H -2.982 -0.631 -2.233
H -0.367 3.995 2.108
H -6.349 -3.433 1.598
H -3.692 -3.439 5.749
H 7.711 5.902 -1.714
H 6.043 5.596 -3.699
H 8.895 2.948 3.433
H 0.219 -3.040 -2.775
H -5.031 -2.551 9.260
H 0.552 -5.914 -3.635
H -6.064 -2.031 2.672
H -3.613 -1.826 4.998
H 7.892 2.667 1.985
H -2.212 0.751 -3.036
H -5.049 -2.237 1.227
H 3.378 -2.886 -0.659
H -0.539 2.553 -6.097
H -2.271 2.243 -6.335
H 2.628 -2.616 -2.258
H 6.140 3.858 6.001
H 3.388 3.980 1.270
H 7.889 3.633 5.738
H 0.348 3.712 3.712
H -2.621 -2.748 -4.366
H -1.410 3.417 -7.390
H 3.540 1.740 3.442
H 0.378 -5.582 -5.388
H -3.161 5.140 -7.040
H -4.217 -2.750 -5.147
H -1.587 -6.186 -6.785
H 2.068 2.018 4.439
H 4.288 5.387 -3.465
H 0.555 -7.268 -4.791
H -3.745 5.705 -5.451
H -4.097 4.038 -5.976
H -4.665 2.214 1.795
H -3.048 -7.021 -6.193
H -0.274 -2.126 -1.308
H 3.734 2.316 0.789
H -4.467 -3.853 8.179
H 7.186 5.923 -0.010
H 6.763 2.240 5.587
H 2.216 0.549 3.479
H 2.059 -1.688 -0.825
H 6.987 4.434 -0.973
H 7.720 1.590 3.394
H -3.425 -4.194 0.893
H -0.972 -3.735 -1.644
H -1.501 -7.901 -6.260
H -4.756 -5.339 1.288
H -4.101 -2.564 -3.380
H -3.331 -2.569 8.714
H -2.571 -2.183 6.390
H 5.408 4.142 -2.853
H 1.151 4.802 2.572
H 2.556 3.286 -0.143
H -1.575 -0.900 -3.309
*
```


# 4
Entry from the OMol25 dataset: 9 unconnected molecules or ions with the total composition C19H59N13O9 (ωB97M-V with the def2-TZVPD basis set).

Properties
HOMO level	-0.331	Eh
strongest force on any atom	0.13245	hartree/bohr
SMILES string	COC[C@H](C)N.COC[C@H](C)N.COC[C@H](C)N.NC(N)=O.NC(N)=O.NC(N)=O.NC(N)=O.NC(N)=O.CCO
DFT total energy	-2148.22868	Eh
LUMO	0.28	eV
ΔE to the lowest compared entry with this formula, charge and spin	0.0	kcal per mole

Geometry as ORCA input:
```
! RIJCOSX wB97M-V def2-TZVPD def2/J DEFGRID3
* xyz 0 1
O 8.912 -6.645 -9.251
O -3.096 -2.204 -6.971
O -1.309 6.271 6.690
O -4.629 5.501 0.323
O 6.303 7.639 1.360
O 0.458 -2.699 -0.626
O -1.588 -1.040 7.771
O 5.559 1.630 5.760
O -9.525 -0.006 -1.144
N 6.839 -6.843 -7.455
N -0.982 -2.398 -6.271
N -7.987 -0.584 2.124
N 0.296 0.229 1.690
N 4.986 6.398 2.572
N -0.237 8.269 6.813
N -1.715 -1.679 9.929
N -5.528 6.778 -1.315
N -1.377 7.826 5.076
N -1.503 0.336 9.495
N -6.831 5.298 -0.286
N -2.631 -2.971 -5.005
N 6.802 5.499 1.959
C 6.701 -7.500 -8.738
C 8.092 -7.867 -9.269
C -8.192 -0.785 0.729
C 1.310 -3.752 -0.933
C -7.841 -2.223 0.304
C 5.353 2.777 7.917
C 10.153 -6.708 -10.009
C 1.331 0.267 -0.453
C 0.668 -2.046 0.615
C 5.915 -6.533 -9.697
C -1.572 -0.825 8.972
C -10.809 0.487 -1.653
C 4.687 2.169 6.752
C -5.619 5.867 -0.333
C -2.274 -2.435 -6.119
C 6.115 6.569 1.976
C 0.337 -0.418 0.378
C -9.567 -0.324 0.242
C -0.987 7.355 6.258
H -0.532 -2.554 -5.380
H 6.100 -8.410 -8.740
H -0.970 8.589 4.555
H -9.747 0.606 0.781
H -1.962 -2.654 9.835
H -7.107 -2.673 0.972
H -11.287 1.253 -1.043
H -7.461 5.552 -1.033
H -6.957 4.479 0.292
H -10.240 -1.150 0.476
H -3.629 -3.125 -5.034
H 5.052 -6.135 -9.164
H -8.612 -2.922 0.628
H 1.029 1.288 -0.685
H 7.684 -6.291 -7.502
H -1.476 0.481 10.495
H -0.300 9.200 6.428
H -0.271 -0.249 2.376
H -6.348 7.199 -1.728
H 1.587 -0.200 -1.404
H 6.021 3.580 7.605
H 7.662 5.525 1.430
H -11.542 -0.320 -1.696
H 8.540 -8.623 -8.624
H 1.590 -2.157 1.186
H -4.611 7.190 -1.412
H 4.340 7.172 2.519
H 3.962 1.379 6.948
H -10.709 0.907 -2.654
H 10.614 -7.656 -9.731
H 1.531 -4.464 -0.138
H 7.869 -8.234 -10.271
H -0.108 -2.444 1.270
H -2.101 -1.183 10.719
H 0.445 7.996 7.507
H 6.090 -6.182 -7.306
H 5.047 1.280 5.028
H 5.836 2.110 8.632
H -0.545 -0.311 -0.254
H -7.531 -2.400 -0.726
H 6.371 -5.611 -10.060
H 2.289 0.332 0.063
H -7.050 -0.824 2.415
H 6.663 4.783 2.658
H 2.269 -3.415 -1.325
H 4.591 5.475 2.683
H -2.001 7.171 4.625
H 5.368 -7.115 -10.438
H 4.219 2.944 6.145
H 0.810 -4.366 -1.683
H -0.687 -2.017 -7.158
H 9.848 -6.809 -11.050
H -8.681 -1.120 2.626
H -7.408 -0.203 0.244
H 4.562 3.127 8.580
H -0.208 1.094 1.549
H -1.561 1.144 8.892
H 10.718 -5.779 -9.936
H -2.077 -2.939 -4.161
*
```